Computed, not measured: 2 unconnected molecules or ions with the total composition C10H17NO4 in a non-equilibrium geometry, with wB97M-V/def2-TZVPD.

XYZ file:
```
32
Properties=species:S:1:pos:R:3:mulliken_charge:R:1
C -2.832 -1.933 -0.854 -1.521
C -1.640 -1.115 -0.387 1.882
C -1.771 -0.668 1.120 0.010
C -2.620 0.522 0.651 -1.259
C -1.902 0.420 -0.703 -0.547
C -0.695 1.322 -0.713 0.775
C 0.276 0.818 0.660 -0.099
C -0.434 -0.216 1.650 -1.228
O 1.268 0.448 -0.104 -0.570
O 2.674 -0.781 2.424 -0.301
N 3.533 -0.740 1.565 0.676
O 4.757 -0.553 1.601 -0.388
C 0.244 1.196 -1.921 -1.851
O -1.012 2.606 -0.386 -0.545
C -0.353 -1.777 -0.774 -2.276
H -2.756 -2.115 -1.940 0.379
H -2.821 -2.923 -0.370 0.372
H -3.795 -1.470 -0.664 0.328
H -2.264 -1.442 1.748 0.452
H -3.684 0.250 0.568 0.280
H -2.497 1.433 1.235 0.442
H -2.516 0.608 -1.601 0.579
H 0.471 1.718 1.254 0.502
H -0.602 0.350 2.567 0.479
H 0.245 -1.018 1.891 0.421
H 0.513 0.142 -2.115 0.320
H -0.222 1.593 -2.779 0.477
H 1.164 1.759 -1.739 0.457
H -0.211 3.151 -0.393 0.533
H 0.521 -1.236 -0.423 0.486
H -0.362 -2.798 -0.342 0.418
H -0.305 -1.869 -1.882 0.316
```

Properties
Kohn-Sham gap (spin up / spin down): 8.293 / 6.909 eV
Energy above the lowest of the compared OMol25 structures with the same formula, charge and spin: 580.2 kJ/mol



Computed, not measured: C10H17NOSSi in the gas phase in a non-equilibrium geometry, with wB97M-V/def2-TZVPD.

XYZ file:
```
31
Properties=species:S:1:pos:R:3:mulliken_charge:R:1
C 3.942 0.153 0.723 -1.252
C 2.486 0.005 0.280 -0.637
C 1.976 -1.360 -0.149 0.402
C 2.324 -1.872 -1.682 -1.072
C 0.535 -1.228 -0.111 -0.085
N -0.166 -0.140 0.120 -0.259
C -1.438 -0.110 0.279 -0.120
Si -2.450 1.407 0.766 0.301
C -3.221 1.919 -0.888 -1.039
C -1.194 2.801 1.412 -0.974
C -2.051 -1.708 -0.090 0.437
C -3.328 -2.314 -0.246 0.011
O -3.567 -3.447 -0.611 -0.495
S -0.612 -2.591 -0.448 -0.195
H 4.193 -0.241 1.696 0.347
H 4.571 -0.391 -0.023 0.292
H 4.142 1.244 0.668 0.333
H 1.781 0.396 1.029 0.287
H 2.423 0.620 -0.566 0.383
H 2.300 -2.066 0.632 0.349
H 1.418 -2.415 -1.921 0.434
H 2.542 -0.924 -2.131 0.320
H 3.331 -2.345 -1.648 0.299
H -3.038 0.735 1.959 -0.141
H -3.777 1.206 -1.358 0.396
H -3.883 2.777 -0.631 0.301
H -2.389 2.268 -1.476 0.318
H -1.163 3.048 2.454 0.353
H -0.159 2.461 1.126 0.200
H -1.278 3.751 0.814 0.316
H -4.254 -1.639 0.023 0.189
```

Properties
SMILES string: CC[C@H](C)c1nc([SiH](C)C)c(C=O)s1
Kohn-Sham gap: 7.340 eV
Energy above the lowest of the compared OMol25 structures with the same formula, charge and spin: 171.3 kJ/mol



Computed, not measured: C10H17NOSi in the gas phase in a non-equilibrium geometry, with wB97M-V/def2-TZVPD.

XYZ file:
```
30
Properties=species:S:1:pos:R:3:mulliken_charge:R:1
C -4.741 -0.443 -1.562 -0.528
C -4.049 -0.326 -0.570 0.009
N -3.105 -0.154 0.401 0.015
O -2.932 1.234 0.626 -0.386
C -1.551 1.441 0.493 0.553
C -1.175 2.883 0.440 -1.268
C -0.787 0.347 0.325 0.110
Si 1.085 0.026 -0.354 0.261
C 1.943 1.140 -1.634 -1.130
C 1.168 -1.701 -1.162 -1.354
C 1.928 -0.068 1.421 -1.251
C -1.792 -0.809 0.284 0.339
C -1.510 -1.821 1.456 -1.669
H -5.468 -0.874 -2.189 0.412
H -1.013 3.237 -0.622 0.255
H -0.251 3.127 0.815 0.419
H -2.097 3.446 0.902 0.275
H 2.919 0.705 -1.653 0.326
H 1.629 0.951 -2.636 0.352
H 1.931 2.198 -1.516 0.357
H 0.497 -1.761 -2.008 0.390
H 2.042 -1.881 -1.598 0.508
H 0.926 -2.514 -0.507 0.358
H 1.233 0.505 1.960 0.375
H 2.119 -1.055 1.757 0.336
H 2.769 0.583 1.632 0.414
H -1.700 -1.559 -0.530 0.348
H -0.469 -1.926 1.689 0.307
H -1.933 -2.782 1.267 0.378
H -2.077 -1.433 2.280 0.488
```

Properties
SMILES string: C#CN1OC(C)=C([Si](C)(C)C)[C@H]1C
Kohn-Sham gap: 8.834 eV
Energy above the lowest of the compared OMol25 structures with the same formula, charge and spin: 453.1 kJ/mol



Computed, not measured: C10H17OP in the gas phase in a non-equilibrium geometry, with wB97M-V/def2-TZVPD.

XYZ file:
```
29
Properties=species:S:1:pos:R:3:mulliken_charge:R:1
C 0.741 -1.862 1.612 -1.085
C -0.589 -1.971 1.613 0.314
O -1.333 -1.932 2.731 -0.479
C -1.345 -1.791 0.225 -1.025
C -1.074 -0.329 -0.127 1.283
C -2.166 0.226 -1.088 -1.914
C -0.827 0.623 1.029 -0.883
C 0.567 0.924 1.075 -0.544
C 1.468 0.311 0.273 0.432
C 2.962 0.292 0.402 -1.133
P 0.529 -0.389 -1.180 -0.039
C 0.473 1.218 -2.149 -1.283
H 1.125 -1.908 2.601 0.294
H 1.185 -2.008 0.648 0.616
H -1.990 -2.598 2.634 0.357
H -0.719 -2.413 -0.530 0.260
H -2.368 -1.986 0.345 0.535
H -2.143 1.304 -1.253 0.416
H -3.177 -0.091 -0.853 0.450
H -2.038 -0.166 -2.089 0.441
H -0.965 0.098 2.022 0.187
H -1.562 1.552 1.022 0.341
H 0.996 1.395 1.939 0.387
H 3.418 0.772 -0.549 0.242
H 3.313 -0.650 0.724 0.295
H 3.246 0.991 1.257 0.319
H 1.514 1.394 -2.385 0.447
H 0.160 2.204 -1.633 0.280
H -0.197 1.021 -2.873 0.490
```

Properties
SMILES string: C=C(O)C[C@@]1(C)CC=C(C)P1C
Kohn-Sham gap: 8.718 eV
Energy above the lowest of the compared OMol25 structures with the same formula, charge and spin: 195.1 kJ/mol



Computed, not measured: a molecular structure, C10H18BF10N2O14S4Zr in a non-equilibrium geometry, with wB97M-V/def2-TZVPD.

XYZ file:
```
60
Properties=species:S:1:pos:R:3:mulliken_charge:R:1
Zr 1.371 -0.822 0.909 1.536
N 2.471 -0.313 -0.679 0.062
S 2.196 -0.108 -2.256 1.091
O 2.963 -0.960 -3.171 -0.600
O 1.806 1.249 -2.603 -0.565
F 0.777 -0.879 -2.318 -0.277
S 4.127 0.308 -0.777 0.842
O 4.622 0.348 0.621 -0.448
O 4.578 1.285 -1.705 -0.474
F 4.803 -1.012 -1.400 -0.255
N 0.560 -2.684 0.592 0.108
S 1.100 -4.050 -0.394 0.835
O 0.327 -4.368 -1.579 -0.482
O 1.895 -5.112 0.305 -0.579
F 2.361 -3.246 -1.075 -0.261
S -0.739 -3.523 0.748 0.793
O -0.864 -4.619 1.696 -0.573
O -1.728 -3.273 -0.336 -0.564
F -1.312 -2.360 1.772 -0.330
B -0.485 0.180 0.161 0.938
H -1.390 0.676 -0.155 -0.167
H -0.298 -0.739 -0.374 -0.138
H 0.371 0.831 0.077 -0.171
H -0.516 -0.124 1.196 -0.225
O 4.617 2.795 2.382 -0.738
C 3.342 3.399 2.032 -0.690
C 2.041 2.411 1.878 -0.191
O 2.355 0.999 2.039 -0.708
H 3.404 3.992 1.120 0.233
H 3.097 4.277 2.630 0.332
H 1.673 2.437 0.852 0.050
H 1.219 2.565 2.578 0.312
C -2.923 1.712 -3.353 -1.035
C -4.242 1.841 -4.095 -0.292
O -3.957 2.171 -5.384 -0.256
C -4.122 3.410 -5.936 0.376
O -4.433 4.450 -5.249 -0.569
C -3.928 3.521 -7.444 0.851
F -3.027 4.517 -7.688 -0.234
F -3.519 2.358 -7.916 -0.230
F -5.123 3.825 -7.938 -0.233
H -2.419 0.772 -3.579 0.336
H -3.057 1.626 -2.275 0.295
H -2.181 2.461 -3.627 0.337
H -5.060 2.508 -3.825 0.400
H -4.677 0.841 -4.088 0.235
C -0.156 -4.045 5.073 -1.224
C 0.834 -2.857 4.775 -0.112
O 0.343 -1.610 5.213 -0.294
C 0.219 -0.669 4.367 0.445
O 0.435 -0.839 3.140 -0.239
C -0.292 0.568 4.936 0.897
F -0.753 0.353 6.176 -0.268
F 0.655 1.461 4.895 -0.206
F -1.275 1.030 4.201 -0.245
H -0.456 -4.104 6.119 0.380
H 0.472 -4.930 4.972 0.387
H -1.048 -4.163 4.458 0.281
H 1.308 -2.951 3.798 0.187
H 1.640 -2.815 5.507 0.331
```

Properties
Net charge: -1
Kohn-Sham gap: 2.284 eV
Energy above the lowest of the compared OMol25 structures with the same formula, charge and spin: 0.0 kJ/mol



Computed, not measured: a molecular structure, C10H18BF4O7P2RuSi in a non-equilibrium geometry, with wB97M-V/def2-TZVPD.

XYZ file:
```
44
Properties=species:S:1:pos:R:3:mulliken_spin:R:1
Ru -0.239 -1.174 0.827 3.484
C 1.512 -1.885 -2.793 -0.003
C 1.449 -2.809 -1.591 0.014
O 2.122 -4.053 -1.782 -0.001
P -0.255 -3.419 -1.239 -0.005
O -0.119 -4.645 -0.274 -0.001
O -0.780 -4.026 -2.599 0.007
O -1.237 -2.436 -0.674 0.086
P 2.114 -2.028 -0.045 -0.028
O 3.681 -2.261 -0.240 0.002
O 1.545 -2.784 1.126 0.102
O 1.811 -0.542 0.074 0.105
H 1.168 -2.408 -3.685 0.000
H 2.541 -1.561 -2.955 0.000
H 0.898 -0.999 -2.626 0.001
H 3.068 -3.902 -1.900 0.000
H 0.525 -5.317 -0.551 0.001
H -1.446 -3.487 -3.053 0.001
H 4.197 -1.446 -0.167 0.001
F -0.673 0.386 -1.096 0.015
B -1.239 1.210 -0.115 -0.009
F -2.192 0.419 0.585 0.020
F -0.192 1.376 0.967 0.030
F -1.704 2.398 -0.526 -0.001
C -1.554 2.065 3.346 0.003
Si -0.106 0.946 3.077 0.000
C 1.679 1.423 2.944 -0.006
C -0.360 -0.910 3.235 -0.051
C 0.640 -1.742 3.765 0.091
C 0.471 -3.117 3.800 0.007
C -0.661 -3.697 3.247 0.041
C -1.676 -2.900 2.726 0.056
C -1.557 -1.509 2.748 0.014
H -1.762 2.211 4.408 0.000
H -2.446 1.667 2.862 -0.001
H -1.336 3.039 2.905 0.000
H 2.195 1.409 3.906 0.000
H 1.777 2.422 2.516 0.000
H 2.173 0.725 2.264 0.003
H 1.553 -1.309 4.154 0.007
H 1.248 -3.738 4.223 -0.002
H -0.762 -4.773 3.225 -0.001
H -2.579 -3.354 2.340 0.005
H -2.428 -0.901 2.538 0.014
```

Properties
Net charge: +1
Kohn-Sham gap (spin up / spin down): 8.825 / 7.748 eV
Energy above the lowest of the compared OMol25 structures with the same formula, charge and spin: 131.4 kJ/mol
Multiplicity: 5
Expectation value of S²: 6.02



Computed, not measured: a gas-phase ion, C10H18BrFNO3 (charge -1) in a non-equilibrium geometry, with wB97M-V/def2-TZVPD.

XYZ file:
```
34
Properties=species:S:1:pos:R:3:mulliken_charge:R:1
C 2.255 -2.880 -0.111 -0.989
C 1.978 -1.724 -1.216 -0.164
C 2.714 -0.372 -0.755 -1.158
C 1.666 0.841 -0.414 -0.024
C 2.633 2.039 0.141 -1.081
N 0.753 0.289 0.603 0.523
F 1.397 -0.174 1.717 -0.283
C -0.473 1.055 0.885 0.027
Br -0.776 2.740 -0.085 -0.120
C -1.772 0.102 0.615 -0.643
O -2.062 0.245 -0.824 -0.265
C -3.446 0.575 -1.040 -0.318
C -4.471 -0.610 -0.652 -0.818
C -0.502 1.355 2.492 0.452
O 0.030 2.438 2.941 -0.681
O -1.053 0.486 3.406 -0.761
H 1.267 -3.366 0.193 0.227
H 2.784 -2.478 0.828 0.264
H 2.977 -3.650 -0.571 0.293
H 0.868 -1.603 -1.454 0.145
H 2.523 -2.071 -2.176 0.325
H 3.363 -0.491 0.179 0.370
H 3.398 0.016 -1.585 0.407
H 1.195 1.088 -1.422 0.403
H 3.730 1.867 -0.155 0.358
H 2.480 2.249 1.249 0.274
H 2.308 2.979 -0.449 0.268
H -1.563 -0.992 0.860 0.166
H -2.686 0.517 1.175 0.465
H -3.562 0.730 -2.180 0.284
H -3.785 1.541 -0.510 0.273
H -4.690 -1.231 -1.597 0.274
H -5.438 -0.162 -0.205 0.252
H -4.040 -1.349 0.118 0.254
```

Properties
Net charge: -1
SMILES string: CCC[C@H](C)N(F)[C@@](Br)(COCC)C(=O)[O-]
Kohn-Sham gap: 7.237 eV



Computed, not measured: a molecular structure, C10H18CdO4S in a non-equilibrium geometry, with wB97M-V/def2-TZVPD.

XYZ file:
```
34
Properties=species:S:1:pos:R:3:mulliken_charge:R:1
C 2.661 1.414 1.123 -1.362
C 2.565 1.002 -0.356 0.838
C 3.958 0.930 -1.027 -1.381
C 1.829 -0.327 -0.610 -1.454
C 0.664 -0.656 0.348 0.912
C 1.053 -1.757 1.341 -1.739
C -0.561 -1.148 -0.444 -1.255
O -1.592 -0.098 -0.468 -0.278
C -2.842 -0.412 -0.591 0.608
O -3.382 -1.253 0.474 -0.574
C -3.656 -0.193 1.437 0.624
O -3.204 -0.135 2.496 -0.278
O -4.420 0.678 0.761 -0.210
C -3.831 0.813 -0.546 0.220
S -2.934 2.347 -0.697 -0.140
H 3.697 1.483 1.435 0.441
H 2.256 2.411 1.260 0.266
H 2.181 0.733 1.815 0.288
H 2.030 1.779 -0.895 0.290
H 4.117 1.767 -1.695 0.336
H 4.746 0.907 -0.285 0.336
H 4.069 0.020 -1.610 0.373
H 1.487 -0.313 -1.642 0.342
H 2.552 -1.136 -0.555 0.466
H 0.365 0.224 0.908 0.443
H 0.181 -2.254 1.762 0.465
H 1.623 -1.359 2.170 0.351
H 1.637 -2.524 0.842 0.430
H -0.976 -2.054 -0.015 0.546
H -0.309 -1.341 -1.487 0.456
H -3.062 -0.975 -1.617 0.156
H -4.585 0.675 -1.320 0.219
H -4.026 3.119 -0.728 0.219
Cd -4.292 -2.366 -1.584 1.047
```

Properties
Net charge: +2
Kohn-Sham gap: 2.369 eV



Please write out number 6 again, unchanged.
Computed, not measured: a molecular structure, C10H18BF4O7P2RuSi in a non-equilibrium geometry, with wB97M-V/def2-TZVPD.

XYZ file:
```
44
Properties=species:S:1:pos:R:3:mulliken_spin:R:1
Ru -0.239 -1.174 0.827 3.484
C 1.512 -1.885 -2.793 -0.003
C 1.449 -2.809 -1.591 0.014
O 2.122 -4.053 -1.782 -0.001
P -0.255 -3.419 -1.239 -0.005
O -0.119 -4.645 -0.274 -0.001
O -0.780 -4.026 -2.599 0.007
O -1.237 -2.436 -0.674 0.086
P 2.114 -2.028 -0.045 -0.028
O 3.681 -2.261 -0.240 0.002
O 1.545 -2.784 1.126 0.102
O 1.811 -0.542 0.074 0.105
H 1.168 -2.408 -3.685 0.000
H 2.541 -1.561 -2.955 0.000
H 0.898 -0.999 -2.626 0.001
H 3.068 -3.902 -1.900 0.000
H 0.525 -5.317 -0.551 0.001
H -1.446 -3.487 -3.053 0.001
H 4.197 -1.446 -0.167 0.001
F -0.673 0.386 -1.096 0.015
B -1.239 1.210 -0.115 -0.009
F -2.192 0.419 0.585 0.020
F -0.192 1.376 0.967 0.030
F -1.704 2.398 -0.526 -0.001
C -1.554 2.065 3.346 0.003
Si -0.106 0.946 3.077 0.000
C 1.679 1.423 2.944 -0.006
C -0.360 -0.910 3.235 -0.051
C 0.640 -1.742 3.765 0.091
C 0.471 -3.117 3.800 0.007
C -0.661 -3.697 3.247 0.041
C -1.676 -2.900 2.726 0.056
C -1.557 -1.509 2.748 0.014
H -1.762 2.211 4.408 0.000
H -2.446 1.667 2.862 -0.001
H -1.336 3.039 2.905 0.000
H 2.195 1.409 3.906 0.000
H 1.777 2.422 2.516 0.000
H 2.173 0.725 2.264 0.003
H 1.553 -1.309 4.154 0.007
H 1.248 -3.738 4.223 -0.002
H -0.762 -4.773 3.225 -0.001
H -2.579 -3.354 2.340 0.005
H -2.428 -0.901 2.538 0.014
```

Properties
Net charge: +1
Kohn-Sham gap (spin up / spin down): 8.825 / 7.748 eV
Energy above the lowest of the compared OMol25 structures with the same formula, charge and spin: 131.4 kJ/mol
Multiplicity: 5
Expectation value of S²: 6.02